# 1
{
  "formula": "C17H20AsF6O6SV",
  "method": "ωB97M-V/def2-TZVPD",
  "spin_multiplicity": 2,
  "total_charge": 1,
  "e_above_lowest_kcal_mol": 0.0,
  "largest_force_ev_per_a": 3.30,
  "homo_lumo_gap_ev": [7.67, 8.33],
  "symbols": ["V", "O", "C", "O", "C", "C", "C", "C", "C", "O", "C", "C", "O", "O", "H", "H", "H", "H", "H", "H", "H", "H", "C", "C", "C", "C", "C", "C", "C", "S", "C", "O", "H", "H", "H", "H", "H", "H", "H", "H", "H", "H", "F", "As", "F", "F", "F", "F", "F", "C", "H", "H"],
  "xyz": [[-1.58034, -0.85395, 1.09760], [-0.61522, 2.79626, -0.25660], [-0.43427, 1.87111, 0.48300], [-1.21807, 0.86675, 0.47597], [0.71522, 1.76996, 1.43699], [1.80679, 0.63055, 0.96608], [3.16327, 0.91325, 1.70677], [2.86764, 0.56864, 3.14456], [1.39160, 0.07732, 3.07415], [1.34906, -0.47648, 1.72194], [0.44392, 1.22249, 2.92845], [-1.06449, 0.90074, 3.23384], [-1.78580, 1.66630, 3.73672], [-1.46548, -0.38004, 2.81575], [1.24813, 2.72673, 1.52054], [1.71031, 0.48482, -0.07840], [3.30317, 2.00800, 1.69620], [4.08989, 0.53041, 1.26742], [2.85415, 1.43298, 3.82352], [3.47532, -0.23330, 3.54808], [1.24284, -0.78887, 3.82162], [0.70643, 2.00504, 3.65548], [3.03155, 2.02100, -3.59736], [1.77231, 1.28260, -3.14947], [1.70052, -0.10142, -3.01299], [0.45089, -0.70724, -2.71991], [-0.70243, 0.02890, -2.63727], [-0.66878, 1.43851, -2.79882], [0.56408, 2.02967, -3.13642], [-2.20236, -0.72213, -1.98575], [-2.58591, -2.07972, -3.18895], [-1.66789, -1.46388, -0.74107], [3.92202, 1.59875, -3.16226], [2.97904, 3.04225, -3.27322], [3.09070, 1.91248, -4.61371], [2.63993, -0.64284, -3.05186], [0.49102, -1.79448, -2.46815], [-1.55497, 1.98989, -2.62320], [0.49339, 3.08187, -3.36591], [-1.99282, -2.95383, -2.93895], [-2.35029, -1.68077, -4.22436], [-3.61308, -2.34942, -3.12409], [-2.17892, -2.73996, 1.59332], [-4.11245, -2.68811, 1.61653], [-4.01850, -2.23895, 3.23133], [-4.11525, -4.40341, 1.82053], [-5.78438, -2.48574, 1.41606], [-3.97544, -2.79475, -0.05867], [-3.68796, -0.90830, 1.33107], [0.44031, -1.42979, 1.15486], [0.87909, -1.61064, 0.17366], [0.55247, -2.36929, 1.71535]],
  "forces_ev_per_angstrom": [[0.53, -0.34, 0.56], [0.52, 0.81, -0.08], [0.60, 1.35, -0.08], [-1.93, -2.67, 0.22], [2.31, -0.90, 1.29], [-0.25, 2.92, 1.52], [-0.21, 2.15, -1.34], [-1.40, -0.65, 0.65], [0.62, -1.79, 1.64], [1.32, -1.44, 0.10], [-1.53, 1.03, 0.30], [1.60, -1.27, -1.17], [-0.93, 0.70, 0.61], [0.49, 0.90, -0.26], [-0.40, -0.25, -0.25], [0.45, -0.58, -0.98], [0.06, -0.37, -0.41], [-0.53, -0.53, 0.08], [0.43, -0.34, -0.23], [0.21, 0.07, 0.04], [-0.44, 1.57, -1.26], [-0.21, -0.18, -0.31], [-0.86, -0.80, 2.95], [-0.90, 1.05, -1.25], [-0.88, 0.43, 0.79], [2.05, -1.43, 0.08], [-0.40, 1.03, 0.37], [1.51, -1.69, -0.42], [-0.97, -0.96, 0.61], [0.02, 0.12, -1.18], [1.37, 1.12, -0.69], [-0.03, -0.34, 0.53], [0.36, -0.31, 0.17], [-0.03, 0.59, -0.19], [0.28, 0.11, -2.67], [-0.30, -0.36, -0.02], [-0.38, 0.91, -0.43], [-0.61, 0.68, -0.11], [0.57, 0.19, 0.16], [0.31, 0.08, -0.02], [-0.22, -0.47, 1.30], [-0.88, 0.10, 0.28], [-0.22, 0.36, 0.09], [-0.11, -0.57, -0.33], [-0.08, -0.52, 0.52], [0.11, 1.32, 0.18], [0.20, 0.16, 0.67], [0.34, -0.45, -1.19], [-0.16, 0.13, -0.36], [-1.06, -1.13, -0.49], [-0.27, 0.04, -0.12], [-0.09, 0.42, 0.12]]
}


# 2
{
  "formula": "C17H20Cl3NO4SW",
  "method": "ωB97M-V/def2-TZVPD",
  "spin_multiplicity": 3,
  "total_charge": -2,
  "e_above_lowest_kcal_mol": 0.2,
  "largest_force_ev_per_a": 5.27,
  "homo_lumo_gap_ev": [5.45, 5.44],
  "symbols": ["C", "C", "C", "C", "C", "C", "C", "C", "C", "C", "W", "Cl", "Cl", "Cl", "H", "H", "H", "H", "H", "H", "H", "H", "H", "H", "H", "H", "H", "H", "H", "O", "H", "O", "C", "N", "S", "O", "O", "C", "C", "C", "C", "C", "C", "H", "H", "H", "H"],
  "xyz": [[1.59872, -0.78782, -1.28311], [2.26070, 0.40197, -0.81082], [1.43411, 1.52821, -1.18301], [3.69643, 0.45838, -0.41587], [0.17081, 0.99471, -1.66050], [0.32388, -0.43200, -1.76782], [-0.54030, -1.29828, -2.60924], [2.24089, -2.11772, -1.42481], [1.88943, 2.94480, -1.29749], [-0.83293, 1.75580, -2.45729], [0.51461, 0.67059, 0.53926], [1.97253, 1.92745, 1.76988], [1.05063, -1.42258, 1.46138], [-0.88617, 2.57336, 0.61016], [3.99690, -0.48770, 0.03891], [3.88777, 1.24719, 0.30831], [4.33166, 0.64127, -1.29184], [2.51353, 3.23572, -0.44393], [1.03110, 3.62833, -1.33764], [2.48349, 3.07141, -2.21442], [-0.85842, 2.80890, -2.18291], [-1.83072, 1.32779, -2.31907], [-0.57712, 1.68426, -3.52284], [-1.59891, -1.02223, -2.50587], [-0.43099, -2.35712, -2.33433], [-0.27766, -1.21985, -3.68215], [3.05246, -2.25639, -0.70061], [2.67177, -2.20779, -2.43428], [1.51130, -2.93044, -1.30410], [-2.43121, -1.13047, -0.13341], [-2.04525, -2.02683, -0.01206], [0.14878, 0.41161, 3.66001], [-0.98210, 0.25065, 3.18732], [-1.27957, 0.04152, 1.83361], [-2.86263, -0.63382, 1.45657], [-3.87027, 0.32588, 1.02689], [-3.07453, -1.97389, 2.02540], [-3.31117, -0.08988, 3.29921], [-4.56299, -0.25424, 3.87948], [-4.68935, -0.02850, 5.25334], [-3.56482, 0.33374, 6.01896], [-2.31210, 0.47205, 5.41101], [-2.20791, 0.27569, 4.01137], [-5.40831, -0.54949, 3.27266], [-5.65888, -0.14743, 5.72922], [-3.67698, 0.49401, 7.09438], [-1.41260, 0.71134, 5.98606]],
  "forces_ev_per_angstrom": [[-0.27, 1.20, -0.30], [0.08, 0.02, -1.60], [0.31, 0.07, -1.20], [0.27, -0.04, -0.01], [1.52, -0.10, -0.92], [0.69, 0.40, -0.13], [-0.68, -0.48, 0.05], [-0.08, -0.51, 0.31], [0.09, 0.35, 0.00], [-0.42, -0.06, 0.15], [-3.41, -2.28, 1.52], [0.93, 0.76, 1.29], [1.07, -1.21, 0.51], [-0.32, 1.04, -0.13], [0.04, 0.07, 0.04], [-0.07, -0.01, -0.01], [-0.01, -0.08, -0.02], [-0.19, -0.08, -0.17], [0.23, -0.18, 0.08], [-0.08, 0.03, 0.03], [-0.07, -0.10, 0.09], [0.05, 0.19, 0.04], [0.03, -0.04, 0.05], [0.29, -0.17, 0.06], [-0.13, 0.24, -0.04], [0.06, 0.11, 0.35], [-0.31, -0.02, -0.11], [-0.08, 0.10, 0.13], [0.24, 0.18, 0.09], [0.67, -0.47, 0.48], [-0.28, 0.79, 0.13], [-0.73, 0.13, -0.47], [-0.39, -0.12, -1.03], [0.80, -0.21, -0.03], [0.23, 2.47, 4.65], [-0.57, 0.06, -2.28], [0.19, -1.96, -1.72], [0.28, -0.20, -1.12], [0.28, 0.40, 0.91], [0.27, -0.01, -0.53], [0.24, 0.03, -0.10], [0.08, -0.02, -0.54], [-0.54, -0.24, 1.80], [-0.09, -0.06, -0.04], [0.01, 0.03, 0.10], [0.07, -0.04, -0.24], [-0.30, -0.03, -0.09]]
}


# 3
{
  "formula": "C17H20Cl5O2P2Pd",
  "method": "ωB97M-V/def2-TZVPD",
  "total_charge": -1,
  "e_above_lowest_kcal_mol": 34.3,
  "largest_force_ev_per_a": 2.15,
  "homo_lumo_gap_ev": 5.95,
  "symbols": ["Pd", "Cl", "C", "C", "Cl", "C", "Cl", "C", "O", "C", "Cl", "C", "Cl", "C", "P", "C", "C", "C", "C", "C", "C", "C", "P", "C", "C", "H", "H", "H", "H", "H", "H", "H", "H", "H", "H", "H", "H", "H", "H", "H", "H", "C", "O", "H", "H", "H", "H"],
  "xyz": [[0.33185, 0.08179, -1.18000], [5.88400, 4.89130, -1.14974], [4.30453, 4.18422, -1.26493], [4.14480, 2.82836, -1.55030], [5.55177, 1.84376, -1.79811], [2.88389, 2.26483, -1.64274], [2.69214, 0.57290, -2.01082], [1.67705, 3.00884, -1.43842], [0.51865, 2.51106, -1.49841], [1.89610, 4.39573, -1.16305], [0.47066, 5.35329, -0.93089], [3.15627, 4.95797, -1.07725], [3.32509, 6.64885, -0.73208], [-3.85831, -0.36299, -1.47547], [-2.11088, 0.02618, -0.99142], [-2.40887, 1.61072, -0.09983], [-1.95930, -1.17639, 0.42434], [-2.79947, -1.06252, 1.53742], [-2.68629, -1.90522, 2.63042], [-1.72887, -2.91252, 2.61941], [-0.90472, -3.05483, 1.51553], [-0.98989, -2.19732, 0.41283], [0.19637, -2.39667, -1.00989], [-0.15980, -4.17984, -1.40918], [1.77865, -2.65818, -0.08928], [-4.54176, -0.31803, -0.62076], [-3.90604, -1.35927, -1.91812], [-4.17775, 0.36300, -2.22630], [-3.22863, 1.57270, 0.62344], [-2.62815, 2.37211, -0.85064], [-1.48427, 1.92194, 0.38321], [-3.55409, -0.28355, 1.55658], [-3.33714, -1.77606, 3.48741], [-1.62404, -3.57977, 3.46697], [-0.16297, -3.84591, 1.51921], [-0.10841, -4.83295, -0.53155], [0.57466, -4.51642, -2.14502], [-1.15202, -4.26147, -1.85741], [1.77267, -3.54818, 0.54895], [1.98567, -1.77256, 0.51210], [2.58325, -2.76080, -0.81968], [0.55006, 0.54938, 2.39049], [1.41808, 0.69166, 1.28367], [0.13484, -0.46424, 2.47019], [-0.28886, 1.25428, 2.35426], [1.12498, 0.75699, 3.29422], [0.84451, 0.56383, 0.45061]],
  "forces_ev_per_angstrom": [[-1.17, -0.67, -1.67], [-0.06, -0.03, -0.01], [-0.02, -0.02, 0.00], [-0.04, -0.05, -0.01], [-0.06, 0.03, 0.01], [0.06, -0.07, -0.03], [0.48, 0.35, -0.05], [-0.31, -0.13, -0.02], [0.40, -0.01, 0.06], [0.03, 0.12, 0.04], [0.08, -0.01, 0.01], [-0.06, -0.01, 0.00], [0.00, -0.03, -0.01], [-0.03, 0.03, -0.01], [0.48, 0.16, 0.47], [-0.15, -0.06, -0.06], [-0.12, -0.08, 0.03], [0.02, -0.02, -0.05], [0.04, -0.02, -0.03], [-0.02, 0.05, -0.04], [-0.03, 0.03, -0.05], [-0.09, -0.11, 0.04], [0.24, 0.41, 0.49], [-0.03, 0.02, -0.07], [-0.09, -0.16, 0.02], [0.03, -0.01, -0.05], [0.00, 0.02, 0.01], [0.00, -0.03, 0.02], [0.02, 0.03, -0.03], [-0.01, -0.02, -0.01], [0.03, -0.02, 0.02], [0.03, -0.03, 0.00], [0.01, 0.00, -0.01], [0.00, 0.01, -0.01], [-0.02, 0.02, 0.00], [0.00, 0.05, -0.04], [-0.03, 0.00, 0.03], [0.03, -0.02, 0.01], [0.01, 0.04, -0.02], [0.00, 0.04, 0.00], [0.00, 0.00, -0.01], [0.02, -0.03, 0.00], [-0.45, -0.09, -0.08], [0.03, 0.03, -0.02], [0.02, 0.02, -0.01], [0.03, 0.00, 0.00], [0.70, 0.27, 1.14]]
}


# 4
{
  "formula": "C17H20F6FeN2O",
  "method": "ωB97M-V/def2-TZVPD",
  "spin_multiplicity": 5,
  "e_above_lowest_kcal_mol": 2.8,
  "largest_force_ev_per_a": 4.55,
  "homo_lumo_gap_ev": [5.09, 4.75],
  "symbols": ["C", "C", "H", "H", "H", "H", "H", "H", "C", "C", "C", "C", "H", "H", "H", "H", "N", "C", "C", "N", "C", "C", "C", "H", "H", "C", "H", "H", "Fe", "C", "H", "H", "H", "C", "C", "O", "C", "F", "F", "F", "C", "F", "F", "F", "H", "H", "H"],
  "xyz": [[-1.95388, 0.97082, 2.97515], [-1.63574, -0.49187, 3.04513], [-1.30220, 1.70598, 3.47414], [-3.03052, 1.20354, 3.21042], [-1.99689, 1.19675, 1.91213], [-1.34072, -0.81366, 2.04192], [-0.75222, -0.71429, 3.65634], [-2.51253, -1.18398, 3.22931], [-0.53350, 2.51941, -1.01982], [0.03716, 3.34031, -1.98804], [0.36550, 2.80817, -3.23306], [0.22767, 1.43103, -3.46179], [-0.77302, 2.85682, -0.01444], [0.20053, 4.40059, -1.77706], [0.74442, 3.44118, -4.04324], [0.44117, 1.00144, -4.43513], [-0.77173, 1.22100, -1.31381], [-0.22195, 0.60694, -2.43347], [-0.34541, -0.82890, -2.46922], [-0.99912, -1.38012, -1.37399], [-1.07820, -2.70469, -1.15184], [-0.21279, -3.05196, -3.37588], [-0.67041, -3.58173, -2.16266], [-1.44241, -3.01359, -0.17669], [-0.71688, -4.66208, -2.00131], [-0.06863, -1.67192, -3.53813], [0.24651, -1.24192, -4.49398], [0.04086, -3.71214, -4.21395], [-2.19005, 0.00567, -1.14915], [-3.76741, -0.09889, 0.12366], [-4.17603, -0.97997, -0.41105], [-4.23553, 0.86241, -0.20118], [-3.89646, -0.24241, 1.23113], [2.11734, -0.03198, 3.09811], [2.29422, 0.04167, 1.53316], [1.24532, -0.06272, 0.74636], [3.01527, 1.43212, 1.31163], [4.11193, 1.64786, 2.10623], [3.37889, 1.69585, 0.03767], [2.10597, 2.42401, 1.65998], [3.27235, -1.24358, 1.23164], [4.34197, -1.32228, 2.09477], [2.51712, -2.39154, 1.42280], [3.75438, -1.26549, -0.03006], [1.43909, 0.77793, 3.37536], [3.09360, 0.08036, 3.59366], [1.63297, -0.98013, 3.35823]],
  "forces_ev_per_angstrom": [[-1.98, 1.23, -0.61], [0.05, -1.72, -0.41], [-0.16, -0.64, -0.08], [0.99, -0.22, 0.53], [0.51, 0.52, -0.20], [0.33, 0.06, 0.04], [-0.58, -0.15, 0.18], [0.91, 0.94, 0.54], [0.24, -0.85, -1.07], [0.21, 0.29, 0.18], [-0.14, -0.58, -0.19], [0.34, 0.17, 0.01], [-0.28, -0.10, -0.27], [-0.01, -0.45, -0.03], [-0.19, -0.22, 0.43], [0.29, 0.13, 0.16], [2.49, 1.01, -0.41], [-0.83, 3.14, 0.51], [-1.57, -2.72, 0.52], [2.50, -1.61, -0.58], [0.63, 0.43, -1.35], [-0.10, 0.14, 0.01], [0.16, 0.01, 0.28], [-0.17, 0.04, -0.25], [0.01, 0.44, -0.09], [0.44, -0.02, -0.33], [0.12, -0.33, 0.41], [-0.14, 0.26, 0.44], [-3.29, 0.66, 3.08], [0.00, 0.23, -0.27], [-0.59, 0.41, 0.24], [-0.34, -0.77, 0.29], [0.56, 0.20, -1.26], [-0.32, 0.10, -0.55], [0.80, -1.11, 0.03], [-0.39, 0.28, 0.07], [-0.33, 0.17, 0.40], [-0.52, -0.05, -0.70], [-0.05, -0.15, 0.50], [0.85, -0.64, -0.38], [-0.73, 0.97, 0.70], [-0.54, -0.31, -0.86], [1.12, 1.05, -0.35], [-0.14, -0.29, 0.59], [0.12, -0.03, 0.12], [-0.54, -0.11, 0.02], [0.25, 0.15, -0.06]]
}


# 5
{
  "formula": "C17H20F6N2OPb",
  "method": "ωB97M-V/def2-TZVPD",
  "e_above_lowest_kcal_mol": 0.0,
  "largest_force_ev_per_a": 4.27,
  "homo_lumo_gap_ev": [6.14, 6.14],
  "symbols": ["C", "C", "H", "H", "H", "H", "H", "H", "C", "C", "C", "C", "H", "H", "H", "H", "N", "C", "C", "N", "C", "C", "C", "H", "H", "C", "H", "H", "Pb", "C", "H", "H", "H", "C", "C", "O", "C", "F", "F", "F", "C", "F", "F", "F", "H", "H", "H"],
  "xyz": [[-3.10617, -0.84824, 0.58500], [-3.39093, 1.87927, -1.94829], [-3.08830, -1.93296, 0.24839], [-4.01412, -0.41689, 0.03103], [-3.31387, -0.68157, 1.68323], [-3.60891, 1.51704, -2.97894], [-4.11696, 1.40380, -1.28233], [-3.32869, 2.96080, -1.68541], [0.32727, -2.56486, -0.62217], [1.28639, -3.59930, -0.50779], [2.56460, -3.36723, -1.00241], [2.86205, -2.12256, -1.55499], [-0.68379, -2.68214, -0.21139], [0.99196, -4.51778, -0.02608], [3.32788, -4.12943, -0.95564], [3.85464, -1.84749, -1.89883], [0.58560, -1.40517, -1.22107], [1.83317, -1.15269, -1.65359], [2.08471, 0.21506, -2.16718], [1.11331, 1.11313, -1.92396], [1.30381, 2.38400, -2.29758], [3.47489, 1.87894, -3.23500], [2.47932, 2.81735, -2.95651], [0.49983, 3.09252, -2.05868], [2.56275, 3.87730, -3.22275], [3.27628, 0.55822, -2.83186], [4.00594, -0.20694, -3.02515], [4.38534, 2.17162, -3.75563], [-2.01331, 0.53959, -0.66796], [-1.21017, 2.63404, 0.13010], [-1.13257, 3.38582, -0.68824], [-0.19417, 2.39434, 0.45656], [-1.68888, 3.13779, 0.99387], [-1.63852, -1.43152, 3.29737], [-0.72549, -0.44440, 2.54757], [-0.79677, -0.39245, 1.21682], [-0.85920, 0.96667, 3.26907], [-0.81994, 0.84598, 4.63557], [0.12305, 1.83141, 2.90124], [-2.05840, 1.53870, 2.94902], [0.76379, -0.95600, 2.73370], [1.12947, -1.02543, 4.03543], [0.84732, -2.22519, 2.21218], [1.66112, -0.19475, 2.05804], [-2.67671, -1.08271, 3.26268], [-1.30426, -1.51338, 4.34204], [-1.57438, -2.40231, 2.79048]],
  "forces_ev_per_angstrom": [[-3.49, -0.94, -1.53], [-0.51, -1.29, -0.65], [0.25, 1.43, 0.68], [-0.01, -1.09, 1.03], [1.04, 0.05, -1.75], [0.12, 0.88, 0.75], [-0.78, 0.44, -0.24], [0.51, -1.07, -0.59], [0.62, -0.52, -0.23], [-0.58, 1.05, -0.24], [-0.26, 0.35, -0.07], [-0.91, 0.75, -0.04], [0.49, 0.01, -0.18], [0.15, -0.14, 0.01], [0.05, -0.07, 0.09], [-0.12, -0.36, 0.16], [-0.09, -0.11, 0.11], [0.09, -1.14, 0.46], [0.05, 0.74, -0.27], [0.16, 0.51, -0.26], [0.83, -0.24, -0.37], [-0.42, 0.01, 0.20], [-0.68, -0.09, 0.36], [0.40, -0.36, -0.15], [0.12, -0.53, 0.04], [-0.74, 0.37, 0.24], [0.21, 0.01, -0.12], [-0.20, -0.08, 0.13], [2.51, 3.00, 1.71], [0.55, -0.07, 0.01], [-0.30, -0.72, 0.30], [-0.10, 0.00, -0.05], [-0.17, -0.67, -0.48], [0.01, 0.00, -0.01], [2.18, 0.23, 0.22], [-0.66, 0.33, -0.08], [0.31, -0.46, -0.12], [-0.08, 0.42, -1.05], [-0.89, -0.46, 0.46], [0.69, -0.28, 0.29], [-0.58, 0.10, 0.07], [0.49, -0.11, -0.39], [0.20, 0.86, 0.61], [-0.45, -0.71, 0.74], [0.32, -0.17, 0.38], [-0.28, -0.11, -0.36], [-0.05, 0.23, 0.20]]
}